1.
DFT (ωB97M-V/def2-TZVPD) results for a 2-piece molecular cluster, C5H10O overall.

- energy above the lowest of the compared OMol25 structures with the same formula, charge and spin (kJ/mol) = 131.7
- highest occupied orbital energy (eV) = -9.08

Each line ends with the natural charge from an NBO analysis.
Atoms and positions in Å:
C1 -0.311 0.924 0.160  -0.22
C2 -1.176 0.798 -0.838  -0.22
C3 -2.203 -0.240 -0.484  -0.09
O1 -1.785 -0.764 0.768  -0.52
C4 -0.676 -0.030 1.264  -0.10
H1 0.548 1.585 0.198  0.22
H2 -1.176 1.347 -1.774  0.22
H3 -2.258 -1.054 -1.221  0.18
H4 -3.211 0.196 -0.397  0.18
H5 -0.952 0.494 2.192  0.18
H6 0.144 -0.723 1.506  0.18
C5 2.643 -0.538 -0.271  -0.86
H7 3.184 0.189 -0.881  0.21
H8 2.631 -0.200 0.769  0.21
H9 3.137 -1.510 -0.335  0.22
H10 1.616 -0.625 -0.634  0.22



2.
DFT (ωB97M-V/def2-TZVPD) results for an isolated molecule of C5H11N.

- energy above the lowest of the compared OMol25 structures with the same formula, charge and spin (kJ/mol) = 127.2
- highest occupied orbital energy (eV) = -8.95

Each line ends with the natural charge from an NBO analysis.
Atoms and positions in Å:
C1 -2.059 0.572 0.293  -0.65
C2 -1.338 -0.233 -0.806  -0.22
N1 0.036 -0.684 -0.547  -0.40
C3 0.431 -1.015 0.808  -0.26
C4 0.966 0.196 0.133  -0.08
C5 2.383 0.293 -0.383  -0.61
H1 -1.642 0.366 1.284  0.20
H2 -1.995 1.652 0.134  0.21
H3 -3.117 0.301 0.346  0.22
H4 -1.916 -1.135 -1.039  0.19
H5 -1.299 0.354 -1.731  0.20
H6 -0.279 -0.847 1.617  0.18
H7 1.032 -1.914 0.931  0.20
H8 0.553 1.139 0.501  0.19
H9 3.073 0.539 0.433  0.21
H10 2.476 1.073 -1.147  0.21
H11 2.697 -0.657 -0.827  0.22



3.
DFT (ωB97M-V/def2-TZVPD) results for an isolated molecule of C9H14O3S in a non-equilibrium geometry.

- energy above the lowest of the compared OMol25 structures with the same formula, charge and spin (kJ/mol) = 278.0
- highest occupied orbital energy (eV) = -9.24

Each line ends with the natural charge from an NBO analysis.
Atoms and positions in Å:
C1 -3.111 -0.487 1.943  -0.25
O1 -1.774 -0.615 1.491  -0.51
C2 -1.521 -0.185 0.127  0.38
O2 -1.986 -1.070 -1.014  -0.73
S1 -1.640 -1.141 -2.905  0.29
C3 0.036 -0.060 -0.061  0.09
C4 0.635 1.122 -0.291  -0.14
C5 -0.141 2.351 -0.648  -0.62
C6 2.113 1.245 -0.450  0.55
O3 2.689 2.276 -0.707  -0.54
C7 2.901 -0.080 -0.411  -0.49
C8 2.172 -0.926 0.581  -0.40
C9 0.722 -1.335 0.184  -0.49
H1 -3.728 -1.227 1.596  0.18
H2 -3.593 0.349 1.598  0.17
H3 -3.131 -0.733 2.947  0.20
H4 -2.156 0.624 -0.092  0.16
H5 -0.312 -1.351 -2.854  0.10
H6 0.345 2.638 -1.585  0.23
H7 0.023 3.053 0.090  0.22
H8 -1.218 2.213 -0.783  0.21
H9 2.901 -0.566 -1.511  0.22
H10 3.980 0.021 0.049  0.24
H11 2.185 -0.388 1.581  0.22
H12 2.932 -1.826 0.749  0.21
H13 0.235 -1.955 0.974  0.25
H14 0.444 -1.947 -0.598  0.24



4.
DFT (ωB97M-V/def2-TZVPD) results for C29H47AsBrIIrNO4Si2 as an isolated structure.

- spin multiplicity = 6
- ⟨S²⟩ = 8.79
- energy above the lowest of the compared OMol25 structures with the same formula, charge and spin (kJ/mol) = 0.0
- highest occupied orbital energy (alpha / beta) (eV) = -10.31 / -10.94
- charge = +1

Each line ends with the Löwdin spin population.
Atoms and positions in Å:
Ir1 0.104 -0.385 0.290  2.37
C1 -3.103 7.043 -0.319  0.00
C2 -1.704 6.450 -0.480  0.02
C3 -0.806 6.994 0.642  0.02
C4 -1.142 6.878 -1.846  0.02
C5 -1.704 4.935 -0.406  0.20
C6 -0.473 4.247 -0.554  0.03
C7 -0.440 2.894 -0.540  0.11
Br1 1.195 2.013 -0.875  0.10
C8 -1.638 2.096 -0.367  0.15
O1 -1.608 0.837 -0.384  0.34
C9 -2.898 2.804 -0.202  0.16
C10 -2.865 4.183 -0.226  0.00
C11 -4.248 2.116 0.009  0.01
C12 -4.241 0.584 0.068  0.00
C13 -5.172 2.532 -1.151  0.01
C14 -4.835 2.626 1.338  0.01
H1 -3.038 8.129 -0.383  0.00
H2 -3.540 6.799 0.651  0.00
H3 -3.782 6.709 -1.105  0.00
H4 -0.828 8.084 0.627  0.00
H5 0.233 6.683 0.525  0.00
H6 -1.152 6.659 1.620  0.00
H7 -1.126 7.967 -1.902  0.00
H8 -1.763 6.506 -2.662  0.00
H9 -0.122 6.526 -2.003  0.00
H10 0.439 4.807 -0.706  0.00
H11 -3.794 4.717 -0.107  0.00
H12 -3.914 0.136 -0.868  0.00
H13 -5.269 0.265 0.251  0.00
H14 -3.615 0.193 0.868  0.00
H15 -4.778 2.185 -2.107  0.00
H16 -5.307 3.612 -1.207  0.00
H17 -6.155 2.080 -1.007  0.00
H18 -4.184 2.371 2.175  0.00
H19 -5.803 2.153 1.506  0.00
H20 -4.989 3.705 1.340  0.00
I1 -0.235 5.638 4.690  0.00
C15 0.514 3.903 3.819  0.00
C16 -0.331 2.827 3.586  0.00
C17 0.188 1.649 3.069  0.01
C18 1.548 1.548 2.785  0.01
C19 2.382 2.639 3.010  0.00
C20 1.870 3.818 3.522  0.00
C21 2.157 0.278 2.273  0.02
O2 3.348 0.110 2.184  0.02
O3 1.274 -0.667 1.937  0.20
H21 -1.382 2.894 3.834  0.00
H22 -0.463 0.795 2.927  0.00
H23 3.438 2.540 2.798  0.00
H24 2.523 4.658 3.712  0.00
C22 -2.749 -3.261 2.312  0.00
C23 -1.498 -2.446 2.156  0.02
N1 -0.353 -2.969 2.578  0.01
O4 -1.580 -1.314 1.639  0.08
H25 -2.567 -4.241 2.747  0.00
H26 -3.206 -3.375 1.330  0.00
H27 -3.449 -2.711 2.939  0.00
H28 -0.339 -3.862 3.037  0.00
H29 0.496 -2.410 2.503  0.00
C24 2.065 -5.483 -0.662  0.02
Si1 2.668 -3.719 -0.557  0.10
C25 3.889 -3.331 -1.916  0.03
C26 3.304 -3.265 1.133  0.00
As1 0.773 -2.358 -0.989  0.73
Si2 0.105 -2.305 -3.258  0.10
C27 -1.622 -1.595 -3.278  0.01
C28 1.310 -1.169 -4.126  0.03
C29 0.156 -4.044 -3.935  0.02
H30 2.896 -6.171 -0.490  0.00
H31 1.644 -5.708 -1.642  0.00
H32 1.302 -5.689 0.090  0.00
H33 4.774 -3.962 -1.800  0.00
H34 4.216 -2.291 -1.879  0.00
H35 3.471 -3.529 -2.904  0.00
H36 4.206 -3.849 1.334  0.00
H37 2.577 -3.506 1.909  0.00
H38 3.546 -2.205 1.221  0.00
H39 -1.738 -0.770 -2.571  0.00
H40 -2.361 -2.357 -3.024  0.00
H41 -1.855 -1.219 -4.277  0.00
H42 1.330 -0.181 -3.664  0.00
H43 1.001 -1.045 -5.168  0.00
H44 2.325 -1.566 -4.123  0.00
H45 -0.456 -4.722 -3.338  0.00
H46 1.172 -4.440 -3.969  0.00
H47 -0.235 -4.056 -4.955  0.00



5.
DFT (ωB97M-V/def2-TZVPD) results for C54H38BBrF9N6PSeSr as an isolated structure in a non-equilibrium geometry.

- energy above the lowest of the compared OMol25 structures with the same formula, charge and spin (kJ/mol) = 0.0
- highest occupied orbital energy (eV) = -7.42

Each line ends with the Mulliken charge.
Atoms and positions in Å:
Sr1 11.679 10.735 14.373  2.49
C1 12.111 16.207 11.952  -1.72
C2 11.920 14.733 11.833  0.81
C3 11.282 14.175 10.741  -1.11
C4 11.140 12.817 11.134  -0.58
N1 11.631 12.628 12.405  2.33
N2 12.102 13.780 12.801  -0.30
B1 12.582 14.063 14.206  -1.75
N3 11.481 13.773 15.264  0.14
N4 10.475 12.828 15.079  -0.94
C5 9.743 12.851 16.193  -0.55
C6 10.222 13.791 17.079  -0.96
C7 11.356 14.379 16.444  1.11
C8 12.273 15.380 16.980  -1.79
C9 8.487 12.005 16.196  1.09
C10 7.892 11.568 15.039  0.47
C11 6.747 10.734 15.065  -0.70
C12 6.137 10.442 16.256  -0.61
C13 6.731 10.984 17.457  -0.91
C14 7.932 11.720 17.415  -0.76
N5 13.951 13.270 14.644  0.45
N6 13.839 11.997 15.051  1.17
C15 15.050 11.695 15.563  -0.33
C16 15.911 12.752 15.432  -1.26
C17 15.191 13.734 14.811  0.41
C18 15.631 15.105 14.393  -1.58
C19 15.304 10.465 16.270  0.18
C20 14.304 9.746 16.882  -0.06
C21 14.540 8.507 17.414  -0.28
C22 15.774 7.864 17.397  -0.92
C23 16.793 8.576 16.764  -0.67
C24 16.553 9.877 16.205  -0.68
C25 10.339 11.798 10.442  0.65
C26 10.100 11.888 9.043  -0.60
C27 9.291 10.850 8.460  -0.90
C28 8.729 9.833 9.185  -0.63
C29 8.921 9.850 10.575  -0.97
C30 9.759 10.801 11.173  0.70
H1 11.996 16.644 10.952  0.44
H2 13.068 16.437 12.335  0.25
H3 11.362 16.709 12.605  0.28
H4 11.010 14.663 9.835  0.52
H5 12.713 15.212 14.319  0.01
H6 9.814 14.080 18.034  0.60
H7 12.133 15.591 18.027  0.44
H8 12.138 16.332 16.467  0.30
H9 13.236 15.035 16.821  0.30
H10 8.483 11.798 14.134  0.47
H11 6.351 10.191 14.196  0.34
H12 5.296 9.731 16.301  0.38
H13 6.202 10.731 18.387  0.43
H14 8.402 12.136 18.302  0.42
H15 16.938 12.851 15.785  0.57
H16 16.687 15.125 14.036  0.45
H17 15.531 15.835 15.165  0.36
H18 14.996 15.497 13.624  0.17
H19 13.342 10.194 16.987  0.71
H20 13.716 8.074 17.938  0.47
H21 15.883 6.886 17.816  0.48
H22 17.755 8.195 16.555  0.45
H23 17.310 10.357 15.610  0.36
H24 10.626 12.669 8.428  0.38
H25 9.059 10.859 7.415  0.43
H26 8.078 9.062 8.697  0.33
H27 8.535 9.047 11.185  0.46
H28 9.853 10.680 12.253  0.14
F1 11.062 8.622 7.137  -0.38
C31 11.819 8.962 8.182  0.68
C32 12.787 9.922 8.057  0.46
F2 13.059 10.549 6.903  -0.38
C33 13.574 10.236 9.144  0.67
F3 14.564 11.118 8.975  -0.40
C34 13.426 9.629 10.361  -0.14
P1 14.148 10.118 11.972  1.35
C35 15.159 11.623 11.758  -0.09
C36 14.727 12.881 11.279  -0.16
C37 15.552 13.984 11.221  -1.21
C38 16.864 13.862 11.639  -0.90
C39 17.291 12.703 12.260  -0.62
C40 16.454 11.627 12.284  -0.33
C41 15.373 8.732 12.101  -0.15
C42 16.110 8.118 11.121  0.05
C43 16.937 7.070 11.455  -0.81
C44 16.907 6.448 12.709  -0.73
C45 16.149 7.064 13.702  -0.75
C46 15.373 8.210 13.376  0.51
C47 12.376 8.742 10.484  -0.96
Br1 11.896 7.884 12.120  -0.22
C48 11.580 8.384 9.408  0.47
F4 10.715 7.399 9.521  -0.50
H29 13.793 13.018 10.838  0.84
H30 15.148 14.862 10.865  0.72
H31 17.516 14.715 11.579  0.45
H32 18.281 12.616 12.760  0.37
H33 16.930 10.749 12.738  0.23
H34 15.899 8.370 10.066  0.28
H35 17.339 6.473 10.603  0.28
H36 17.500 5.608 12.892  0.49
H37 16.058 6.696 14.718  0.48
H38 14.749 8.598 14.282  -0.05
F5 8.762 10.032 20.844  -0.36
C49 9.085 9.643 19.632  0.99
C50 10.137 10.190 18.931  -0.55
F6 10.853 11.204 19.529  -0.41
C51 10.393 9.836 17.662  0.38
F7 11.378 10.494 16.962  0.06
C52 9.765 8.802 17.000  -0.29
Se1 10.074 8.234 15.171  -0.47
C53 8.727 8.244 17.737  0.49
F8 7.957 7.294 17.114  -0.41
C54 8.334 8.635 19.021  0.05
F9 7.219 8.154 19.586  -0.36



6.
DFT (ωB97M-V/def2-TZVPD) results for a 3-piece molecular cluster, C15H27BrF3N4O3 overall.

- highest occupied orbital energy (eV) = -11.53
- charge = +1

Each line ends with the natural charge from an NBO analysis.
Atoms and positions in Å:
O1 -0.754 6.201 -1.169  -0.47
C1 -1.437 5.621 -1.952  0.50
Br1 -3.067 6.359 -2.634  0.07
C2 -1.126 4.225 -2.501  -0.59
C3 -1.227 3.205 -1.401  0.32
C4 -0.543 3.393 -0.196  -0.19
C5 -0.650 2.452 0.785  -0.10
C6 -1.454 1.326 0.536  0.05
N1 -2.092 1.149 -0.585  -0.13
N2 -1.950 2.082 -1.524  -0.17
C7 -2.700 1.748 -2.790  1.11
F1 -3.634 2.664 -2.972  -0.28
F2 -3.226 0.576 -2.683  -0.25
F3 -1.841 1.771 -3.792  -0.28
H1 -0.086 4.234 -2.841  0.30
H2 -1.758 4.021 -3.353  0.28
H3 0.061 4.282 -0.077  0.28
H4 -0.126 2.548 1.727  0.28
H5 -1.568 0.541 1.272  0.25
C8 -2.213 -4.421 -1.788  -0.62
C9 -2.295 -2.938 -1.446  -0.08
C10 -0.939 -2.223 -1.459  -0.07
O2 -0.117 -2.467 -0.337  -0.56
C11 0.650 -3.661 -0.386  -0.25
N3 -3.008 -2.780 -0.176  -0.82
H6 -1.834 -5.005 -0.949  0.21
H7 -3.204 -4.803 -2.026  0.23
H8 -1.565 -4.596 -2.649  0.21
H9 -2.902 -2.454 -2.218  0.19
H10 -1.131 -1.145 -1.439  0.16
H11 -0.393 -2.439 -2.387  0.17
H12 0.976 -3.877 -1.407  0.18
H13 0.096 -4.517 0.003  0.18
H14 1.530 -3.508 0.238  0.19
H15 -3.187 -1.796 0.002  0.34
H16 -2.397 -3.084 0.577  0.36
C12 4.378 -0.980 2.258  -0.61
C13 3.968 0.320 2.940  -0.08
C14 2.602 0.257 3.633  -0.07
O3 1.487 0.302 2.752  -0.58
C15 1.137 -0.938 2.159  -0.25
N4 4.062 1.416 1.972  -0.82
H17 3.849 -1.123 1.315  0.20
H18 5.443 -0.960 2.030  0.23
H19 4.184 -1.844 2.896  0.21
H20 4.697 0.523 3.730  0.20
H21 2.499 1.135 4.274  0.19
H22 2.528 -0.628 4.276  0.17
H23 1.316 -1.769 2.846  0.18
H24 1.678 -1.118 1.228  0.18
H25 0.073 -0.913 1.924  0.17
H26 3.924 2.306 2.442  0.35
H27 3.286 1.330 1.322  0.34



7.
DFT (ωB97M-V/def2-TZVPD) results for an isolated molecule of C5H7N.

- energy above the lowest of the compared OMol25 structures with the same formula, charge and spin (kJ/mol) = 335.6
- highest occupied orbital energy (eV) = -7.46

Each line ends with the natural charge from an NBO analysis.
Atoms and positions in Å:
C1 -0.251 -1.171 1.407  -0.58
C2 -0.177 0.091 0.567  -0.41
C3 -0.747 0.011 -0.805  0.13
N1 0.083 0.645 -1.576  -0.43
C4 1.207 1.148 -0.838  -0.26
C5 1.152 0.816 0.479  -0.20
H1 0.187 -0.969 2.385  0.23
H2 -1.278 -1.524 1.530  0.20
H3 0.332 -1.967 0.944  0.21
H4 -1.657 -0.433 -1.192  0.21
H5 -0.075 0.771 -2.571  0.42
H6 1.947 1.687 -1.412  0.20
H7 -0.723 0.895 1.081  0.29



8.
DFT (ωB97M-V/def2-TZVPD) results for an isolated molecule of C7H9FO in a non-equilibrium geometry.

- spin multiplicity = 3
- ⟨S²⟩ = 2.01
- energy above the lowest of the compared OMol25 structures with the same formula, charge and spin (kJ/mol) = 0.0
- highest occupied orbital energy (alpha / beta) (eV) = -5.42 / -10.30

Each line ends with the Löwdin spin population.
Atoms and positions in Å:
C1 -2.195 -0.008 0.217  0.63
C2 -0.918 -0.733 0.005  0.11
C3 -2.049 0.977 1.048  0.56
C4 -0.220 -0.555 -1.384  0.05
C5 0.492 -0.105 -0.111  0.01
C6 0.871 1.372 0.173  0.00
C7 1.664 -1.036 0.360  0.00
O1 -1.929 1.740 1.941  0.51
F1 -0.665 0.301 -2.275  0.01
H1 -3.031 -0.251 -0.549  0.08
H2 -0.874 -1.700 0.390  0.02
H3 0.160 -1.472 -1.695  0.00
H4 1.584 1.709 -0.662  0.00
H5 1.323 1.431 1.117  0.00
H6 0.019 2.016 0.049  0.00
H7 1.344 -1.925 0.733  0.00
H8 2.150 -0.597 1.151  0.00
H9 2.275 -1.164 -0.509  0.00



9.
DFT (ωB97M-V/def2-TZVPD) results for an isolated molecule of C5H3NO2 in a non-equilibrium geometry.

- energy above the lowest of the compared OMol25 structures with the same formula, charge and spin (kJ/mol) = 374.7
- highest occupied orbital energy (eV) = -9.91

Each line ends with the natural charge from an NBO analysis.
Atoms and positions in Å:
O1 1.985 -0.324 -0.848  -0.44
C1 0.867 -0.286 -0.525  0.43
C2 -0.150 -0.307 -1.621  -0.32
C3 -1.471 -0.016 -1.252  0.02
N1 -1.903 0.235 0.216  -0.43
C4 -1.099 -0.058 1.219  0.08
C5 0.508 -0.066 0.987  0.39
O2 1.160 0.787 1.845  -0.44
H1 0.153 -0.836 -2.699  0.27
H2 -2.346 0.243 -1.914  0.23
H3 -1.565 -0.357 2.283  0.23



Repeat the sixth record exactly.
DFT (ωB97M-V/def2-TZVPD) results for a 3-piece molecular cluster, C15H27BrF3N4O3 overall.

- highest occupied orbital energy (eV) = -11.53
- charge = +1

Each line ends with the natural charge from an NBO analysis.
Atoms and positions in Å:
O1 -0.754 6.201 -1.169  -0.47
C1 -1.437 5.621 -1.952  0.50
Br1 -3.067 6.359 -2.634  0.07
C2 -1.126 4.225 -2.501  -0.59
C3 -1.227 3.205 -1.401  0.32
C4 -0.543 3.393 -0.196  -0.19
C5 -0.650 2.452 0.785  -0.10
C6 -1.454 1.326 0.536  0.05
N1 -2.092 1.149 -0.585  -0.13
N2 -1.950 2.082 -1.524  -0.17
C7 -2.700 1.748 -2.790  1.11
F1 -3.634 2.664 -2.972  -0.28
F2 -3.226 0.576 -2.683  -0.25
F3 -1.841 1.771 -3.792  -0.28
H1 -0.086 4.234 -2.841  0.30
H2 -1.758 4.021 -3.353  0.28
H3 0.061 4.282 -0.077  0.28
H4 -0.126 2.548 1.727  0.28
H5 -1.568 0.541 1.272  0.25
C8 -2.213 -4.421 -1.788  -0.62
C9 -2.295 -2.938 -1.446  -0.08
C10 -0.939 -2.223 -1.459  -0.07
O2 -0.117 -2.467 -0.337  -0.56
C11 0.650 -3.661 -0.386  -0.25
N3 -3.008 -2.780 -0.176  -0.82
H6 -1.834 -5.005 -0.949  0.21
H7 -3.204 -4.803 -2.026  0.23
H8 -1.565 -4.596 -2.649  0.21
H9 -2.902 -2.454 -2.218  0.19
H10 -1.131 -1.145 -1.439  0.16
H11 -0.393 -2.439 -2.387  0.17
H12 0.976 -3.877 -1.407  0.18
H13 0.096 -4.517 0.003  0.18
H14 1.530 -3.508 0.238  0.19
H15 -3.187 -1.796 0.002  0.34
H16 -2.397 -3.084 0.577  0.36
C12 4.378 -0.980 2.258  -0.61
C13 3.968 0.320 2.940  -0.08
C14 2.602 0.257 3.633  -0.07
O3 1.487 0.302 2.752  -0.58
C15 1.137 -0.938 2.159  -0.25
N4 4.062 1.416 1.972  -0.82
H17 3.849 -1.123 1.315  0.20
H18 5.443 -0.960 2.030  0.23
H19 4.184 -1.844 2.896  0.21
H20 4.697 0.523 3.730  0.20
H21 2.499 1.135 4.274  0.19
H22 2.528 -0.628 4.276  0.17
H23 1.316 -1.769 2.846  0.18
H24 1.678 -1.118 1.228  0.18
H25 0.073 -0.913 1.924  0.17
H26 3.924 2.306 2.442  0.35
H27 3.286 1.330 1.322  0.34